[1]
Molecular formula: C18H42Cl2KMgN4O6
Method: DFT, ωB97M-V/def2-TZVPD

Properties
Calculated total energy = -3101.365826 Eh
Frontier orbital gap = 1.42 eV
Molecular weight = 544.87 u

Structure (ORCA input):
```
! RIJCOSX wB97M-V def2-TZVPD def2/J DEFGRID3
* xyz 1 1
C -3.95 -4.93 1.66
C -4.03 -5.92 0.53
O -5.01 -5.95 -0.16
O -2.99 -6.77 0.27
C -1.74 -6.08 0.06
C -1.95 -5.07 -1.06
C -0.72 -4.75 -1.91
C -1.20 -3.78 -3.02
N -0.18 -2.72 -3.41
C -0.33 -1.53 -2.75
N -0.66 -0.35 -3.33
N -0.13 -1.54 -1.44
Cl -0.35 -0.17 -0.49
H -2.96 -4.57 1.89
H -4.57 -4.08 1.40
H -4.42 -5.39 2.52
H -1.53 -5.54 0.98
H -0.95 -6.79 -0.16
H -2.29 -4.13 -0.64
H -2.69 -5.46 -1.76
H -0.35 -5.64 -2.40
H 0.08 -4.36 -1.29
H -1.40 -4.36 -3.90
H -2.10 -3.27 -2.69
H -0.41 -2.46 -4.37
H -1.09 -0.46 -4.23
H 0.13 0.28 -3.41
H 0.15 -2.37 -0.95
C 0.76 2.28 1.61
C 2.30 2.31 1.65
C 2.81 3.35 0.64
C 2.56 4.81 1.02
C 2.50 5.05 2.54
C 3.21 3.99 3.38
N 2.66 2.66 3.04
O 3.13 1.74 3.71
C 2.85 4.30 4.83
C 4.73 4.07 3.15
C 2.81 0.95 1.19
H 0.37 1.53 2.30
H 0.40 2.04 0.61
H 0.32 3.24 1.88
H 3.88 3.20 0.49
H 2.36 3.15 -0.33
H 3.35 5.42 0.58
H 1.63 5.17 0.57
H 2.90 6.04 2.77
H 1.45 5.09 2.84
H 1.78 4.18 5.00
H 3.10 5.34 5.08
H 3.37 3.66 5.54
H 5.14 5.07 3.40
H 4.99 3.88 2.11
H 5.27 3.33 3.77
H 2.46 0.76 0.18
H 2.44 0.14 1.82
H 3.90 0.91 1.19
Mg 5.68 5.06 5.37
C -4.81 -2.78 -1.77
C -4.49 -1.29 -2.06
O -3.33 -1.22 -2.75
H -4.01 -3.22 -1.18
H -5.78 -2.93 -1.16
H -4.92 -3.35 -2.69
H -4.51 -0.78 -1.07
H -5.39 -0.87 -2.55
O 2.92 4.64 -2.09
H 3.64 4.46 -2.72
H 2.92 5.60 -2.00
Cl -7.26 -4.09 -1.04
O 2.10 5.66 -4.80
H 2.07 5.22 -3.95
H 2.11 6.60 -4.60
K -8.75 -6.25 -1.42
*
```


[2]
Molecular formula: C18H42ClFN2NbO13P2
Method: DFT, ωB97M-V/def2-TZVPD

Properties
Calculated total energy = -3098.642222 Eh
Frontier orbital gap = 8.26 eV
Molecular weight = 703.84 u

Structure (ORCA input):
```
! RIJCOSX wB97M-V def2-TZVPD def2/J DEFGRID3
* xyz -1 1
C 0.07 5.08 2.16
C 1.07 4.08 1.55
N 0.49 3.23 0.50
Nb -0.64 1.55 0.78
N -1.64 -0.24 0.85
F 0.89 0.53 -0.01
C -2.32 2.67 1.75
C -3.54 1.86 2.21
C -4.65 1.77 1.12
C -5.96 2.30 1.63
O -6.73 1.63 2.26
O -6.27 3.60 1.30
C -5.73 4.61 2.16
C -5.02 5.66 1.32
C 0.11 1.10 2.88
C 1.14 0.04 2.94
O 0.85 -1.13 3.08
O 2.49 0.34 2.80
C -1.63 1.89 -1.29
C -1.83 3.30 -1.62
O -2.82 3.93 -1.42
Cl -0.45 4.15 -2.43
H 0.49 6.09 2.16
H -0.24 4.78 3.16
H -0.79 5.12 1.50
H 1.65 3.55 2.32
H 1.82 4.72 1.06
H 1.26 2.98 -0.10
H -1.79 -0.66 1.77
H -2.57 -0.17 0.45
H -2.62 3.53 1.15
H -1.87 3.05 2.68
H -3.30 0.88 2.62
H -3.99 2.42 3.04
H -4.77 0.75 0.77
H -4.32 2.39 0.28
H -5.01 4.21 2.88
H -6.54 5.08 2.73
H -4.19 5.20 0.78
H -5.71 6.11 0.61
H -4.61 6.42 1.98
H 0.35 1.99 3.48
H -0.74 0.63 3.38
H 2.57 0.77 1.95
H -0.90 1.49 -2.01
H -2.59 1.39 -1.38
C 0.77 -5.07 -0.70
O 0.20 -5.26 -2.01
P -0.81 -4.15 -2.56
O -2.12 -4.29 -1.92
O -0.79 -4.62 -4.10
C -0.51 -5.94 -4.52
O -0.46 -2.65 -2.90
C 0.12 -1.84 -1.84
H 1.44 -5.90 -0.51
H 1.34 -4.14 -0.65
H -0.02 -5.06 0.05
H -1.24 -6.64 -4.13
H 0.50 -6.24 -4.23
H -0.57 -5.94 -5.61
H 1.06 -2.28 -1.51
H -0.57 -1.76 -0.99
H 0.31 -0.85 -2.23
C 6.89 -3.77 -0.02
O 6.38 -3.61 -1.35
P 4.80 -3.39 -1.51
O 4.09 -4.66 -1.30
O 4.82 -2.90 -3.03
C 5.83 -3.23 -3.97
O 3.92 -2.16 -1.03
C 3.96 -1.80 0.37
H 7.97 -3.88 -0.10
H 6.67 -2.90 0.60
H 6.47 -4.67 0.44
H 5.87 -4.31 -4.13
H 6.80 -2.86 -3.66
H 5.56 -2.75 -4.91
H 4.97 -1.52 0.67
H 3.61 -2.63 0.99
H 3.30 -0.96 0.52
*
```


[3]
Molecular formula: C18H42ClN6O6
Method: DFT, ωB97M-V/def2-TZVPD

Properties
Energy above the lowest of the compared OMol25 structures with the same formula, charge and spin = 401.0 kJ/mol
Calculated total energy = -1951.369171 Eh
Frontier orbital gap = 7.63 eV
Molecular weight = 474.02 u

Structure (ORCA input):
```
! RIJCOSX wB97M-V def2-TZVPD def2/J DEFGRID3
* xyz -1 1
Cl 2.39 16.52 -5.99
C 6.92 19.48 -7.52
C 8.00 18.39 -7.33
O 9.16 18.69 -7.71
N 7.58 17.20 -6.99
C 8.40 15.97 -6.73
H 7.05 20.25 -6.76
H 5.88 19.16 -7.55
H 7.16 19.98 -8.46
H 6.58 17.12 -6.85
H 8.09 15.57 -5.77
H 9.46 16.21 -6.86
H 8.17 15.23 -7.49
C -2.43 19.57 -7.18
C -3.36 18.48 -6.63
O -4.57 18.52 -6.93
N -2.88 17.54 -5.86
C -3.68 16.62 -5.12
H -1.40 19.24 -7.32
H -2.58 20.48 -6.61
H -2.88 19.72 -8.17
H -1.89 17.34 -5.79
H -3.24 16.18 -4.23
H -4.03 15.86 -5.82
H -4.63 17.06 -4.82
C 4.71 20.17 -2.68
C 4.14 21.44 -3.37
O 4.53 22.56 -3.04
N 3.19 21.23 -4.30
C 2.44 22.20 -5.00
H 5.31 19.53 -3.33
H 4.00 19.49 -2.20
H 5.38 20.54 -1.90
H 3.01 20.26 -4.48
H 2.64 23.20 -4.60
H 1.41 21.87 -4.83
H 2.45 22.09 -6.09
C 4.78 11.67 -6.83
C 5.39 11.48 -5.45
O 6.49 10.97 -5.28
N 4.76 12.07 -4.40
C 5.29 12.23 -3.07
H 3.72 11.46 -6.69
H 5.14 11.00 -7.61
H 4.99 12.70 -7.12
H 4.04 12.73 -4.67
H 6.24 11.70 -2.99
H 4.54 11.85 -2.38
H 5.40 13.31 -2.97
C 2.23 19.65 -11.39
C 3.10 18.59 -12.00
O 3.12 18.42 -13.24
N 3.71 17.74 -11.18
C 4.60 16.70 -11.71
H 2.63 20.03 -10.45
H 1.20 19.34 -11.26
H 2.02 20.46 -12.09
H 3.39 17.73 -10.23
H 5.26 16.44 -10.88
H 5.14 17.07 -12.58
H 4.05 15.79 -11.92
C 0.18 17.68 -1.04
C 0.18 16.25 -0.49
O -0.23 16.09 0.66
N 0.55 15.27 -1.36
C 0.29 13.85 -1.06
H 0.22 17.82 -2.12
H 1.04 18.22 -0.66
H -0.57 18.27 -0.52
H 0.99 15.60 -2.21
H 0.65 13.54 -0.08
H 0.81 13.27 -1.82
H -0.78 13.65 -1.13
*
```